Record 1
{"formula": "CH2ClNO2S2", "method": "ωB97M-V/def2-TZVPD", "homo_lumo_gap_ha": 0.3229, "total_energy_ha": -1501.076338, "lumo_energy_ev": -1.350, "total_charge": 0, "symbols": ["C", "N", "O", "O", "S", "S", "Cl", "H", "H"], "xyz": [[-0.69164, -1.57913, 0.08517], [0.40938, -1.79697, 0.44617], [-1.72029, 2.00484, -1.23789], [-0.05862, 1.36923, 0.56666], [-2.19312, -1.36893, -0.16497], [-1.46442, 1.36703, 0.02427], [2.77050, 0.28242, 0.00561], [1.24148, -1.38454, 0.41698], [1.70673, 1.10606, -0.14201]]}


Record 2
{"formula": "CH2F3PS", "method": "ωB97M-V/def2-TZVPD", "smiles": "FC(F)=S.FP", "homo_lumo_gap_ha": 0.3711, "total_energy_ha": -1078.414921, "lumo_energy_ev": -0.041, "total_charge": 0, "symbols": ["F", "C", "F", "S", "F", "P", "H", "H"], "xyz": [[3.88360, 0.06415, -1.25717], [4.55729, 0.23404, -0.13744], [4.02376, 1.24582, 0.51097], [5.79747, -0.64155, 0.34150], [0.22512, 1.87341, -0.21268], [0.38638, 0.26120, -0.02900], [-0.53830, 0.19605, 1.02756], [-0.61202, -0.03930, -0.97062]]}


Record 3
{"formula": "C35H33N2O7S4SbTeTi", "method": "ωB97M-V/def2-TZVPD", "homo_lumo_gap_ha": 0.1975, "total_energy_ha": -4940.528642, "lumo_energy_ev": 3.627, "total_charge": -2, "symbols": ["Ti", "O", "C", "C", "N", "C", "C", "O", "O", "C", "C", "O", "O", "H", "H", "H", "H", "H", "H", "H", "H", "H", "S", "Sb", "S", "S", "S", "C", "C", "C", "C", "C", "O", "C", "C", "C", "C", "C", "C", "C", "O", "C", "C", "C", "N", "C", "C", "Te", "C", "C", "C", "C", "C", "C", "C", "C", "C", "C", "C", "C", "H", "H", "H", "H", "H", "H", "H", "H", "H", "H", "H", "H", "H", "H", "H", "H", "H", "H", "H", "H", "H", "H", "H", "H"], "xyz": [[-0.48587, -1.10773, 1.64367], [-1.18388, -2.07618, -1.45861], [-1.11721, -3.49202, -1.48039], [-0.31116, -4.08236, -0.33150], [-0.76032, -3.76360, 1.03127], [0.08093, -4.43632, 2.01387], [0.98672, -3.48386, 2.78383], [1.90531, -3.93936, 3.43480], [0.66652, -2.23351, 2.69315], [-2.19475, -3.93989, 1.26652], [-2.87723, -2.62177, 0.96331], [-3.80605, -2.49784, 0.17931], [-2.30140, -1.63785, 1.58268], [-2.10003, -1.83020, -1.26424], [-0.61807, -3.79115, -2.40729], [-2.12334, -3.91790, -1.49563], [0.72920, -3.75652, -0.41930], [-0.31978, -5.17653, -0.48301], [0.71893, -5.18669, 1.54084], [-0.52991, -4.94115, 2.76440], [-2.63295, -4.75712, 0.68427], [-2.35643, -4.09890, 2.33494], [-0.91892, 0.45304, 6.91066], [-1.98192, -0.40978, 5.10225], [-0.34457, 0.45691, 3.23463], [-2.06368, -2.69838, 4.97319], [-3.88014, 0.66781, 4.37634], [1.88929, 0.78934, -4.91253], [1.63244, 0.36425, -3.48994], [2.50155, -0.47131, -2.80997], [2.27013, -0.84667, -1.49309], [3.26364, -1.77453, -0.86179], [3.73812, -2.67688, -1.53251], [3.71435, -1.54827, 0.53938], [3.58148, -0.31208, 1.16510], [3.96994, -0.15190, 2.48313], [4.48816, -1.23115, 3.18515], [4.64388, -2.46037, 2.56167], [4.26642, -2.61662, 1.23948], [1.10660, -0.41879, -0.82647], [0.89415, -0.83416, 0.39739], [0.21114, 0.44083, -1.50155], [0.49994, 0.80107, -2.81532], [-1.03486, 0.92378, -0.86691], [-1.40478, 0.55769, 0.30129], [-2.68112, 1.02747, 0.88889], [-2.98927, 2.50805, 1.05116], [-1.81460, 3.71726, 2.38092], [-0.19612, 4.11443, 1.06471], [-0.08435, 5.34812, 0.42452], [0.96136, 5.60310, -0.45512], [1.90467, 4.61809, -0.71525], [1.80999, 3.39086, -0.07164], [0.77673, 3.14370, 0.82496], [-1.88162, 1.83308, -1.71036], [-1.49244, 3.13773, -1.98994], [-2.30966, 3.96095, -2.74946], [-3.51188, 3.48063, -3.25146], [-3.88859, 2.16848, -2.99929], [-3.07497, 1.34677, -2.23263], [2.78642, 0.30941, -5.30518], [2.02852, 1.87045, -4.98873], [1.05465, 0.52211, -5.56457], [3.38944, -0.85734, -3.29863], [3.14185, 0.51797, 0.62863], [3.81905, 0.79884, 2.97737], [4.73077, -1.12393, 4.23442], [5.00227, -3.31024, 3.12593], [4.35061, -3.57500, 0.74394], [-0.19226, 1.44104, -3.34763], [-2.75522, 0.59305, 1.87853], [-3.49291, 0.57273, 0.31177], [-3.94597, 2.52272, 1.57754], [-3.10874, 3.06994, 0.12865], [-0.83659, 6.10703, 0.60284], [1.02997, 6.56631, -0.94816], [2.71110, 4.80508, -1.41441], [2.54110, 2.61717, -0.27248], [0.71381, 2.18861, 1.33563], [-0.55410, 3.51057, -1.60187], [-2.00687, 4.98291, -2.94229], [-4.15328, 4.12676, -3.83833], [-4.82160, 1.78436, -3.39230], [-3.37176, 0.32533, -2.02710]]}


Record 4
{"formula": "C3H4NO", "method": "ωB97M-V/def2-TZVPD", "homo_lumo_gap_ha": 0.2895, "total_energy_ha": -246.244876, "lumo_energy_ev": -6.747, "total_charge": 1, "symbols": ["C", "C", "C", "N", "O", "H", "H", "H", "H"], "xyz": [[-0.92156, 1.26386, 1.10533], [0.46474, 0.00287, -0.10396], [-0.85452, -0.43701, -0.23267], [0.43293, 1.07328, 0.78957], [-1.64068, 0.50999, 0.44392], [0.95047, 2.02130, 1.52628], [1.43150, -0.36519, -0.29155], [-1.13617, -0.93273, -1.19566], [-0.82178, -1.35353, 0.44560]]}


Record 5
{"formula": "C17H15BFNO8Rb", "method": "ωB97M-V/def2-TZVPD", "homo_lumo_gap_ha": 0.1720, "total_energy_ha": -1462.136465, "lumo_energy_ev": 0.052, "total_charge": -1, "symbols": ["Rb", "N", "O", "O", "O", "B", "H", "H", "H", "H", "C", "C", "O", "C", "O", "O", "F", "H", "H", "H", "C", "C", "C", "C", "C", "C", "C", "O", "C", "C", "C", "C", "C", "C", "C", "O", "H", "H", "H", "H", "H", "H", "H", "H"], "xyz": [[44.34054, 21.46979, -8.48121], [40.94611, 22.69973, -9.24021], [39.94149, 23.05764, -9.80958], [41.99184, 22.49565, -9.79577], [40.85911, 22.50181, -8.05047], [43.36875, 19.16805, -6.24886], [44.11650, 19.55184, -6.92547], [42.41057, 19.58121, -6.52353], [43.32757, 18.09340, -6.16123], [43.47761, 19.51238, -5.23209], [41.66336, 26.13353, -7.15736], [43.08279, 26.67469, -6.83194], [43.86744, 25.57295, -6.75166], [42.93054, 24.46261, -6.52070], [43.33170, 23.24041, -6.33563], [41.60657, 24.84366, -6.55861], [43.08735, 27.24265, -5.63591], [41.55186, 25.78772, -8.18502], [40.87585, 26.84571, -6.91093], [43.53122, 27.33820, -7.57137], [49.87995, 26.10609, -9.79086], [49.16952, 25.41712, -8.80321], [47.91971, 25.01752, -8.95885], [47.17674, 25.39205, -10.11251], [47.86279, 26.11742, -11.15015], [49.17743, 26.46393, -10.96467], [47.15016, 26.55158, -12.39383], [47.73001, 27.08926, -13.32597], [45.61700, 26.34573, -12.34253], [44.75467, 26.94578, -13.29806], [43.47755, 26.49541, -13.49078], [42.87384, 25.65671, -12.54090], [43.62603, 25.20491, -11.50620], [45.04224, 25.42470, -11.42665], [45.79029, 24.85803, -10.29387], [45.24348, 24.01627, -9.54025], [50.87960, 26.50450, -9.69934], [49.81164, 25.26258, -7.94870], [47.38097, 24.50372, -8.17645], [49.75590, 27.00923, -11.69572], [45.22446, 27.50816, -14.09144], [42.88377, 26.87070, -14.31114], [41.85906, 25.29671, -12.62474], [43.12239, 24.66912, -10.71522]]}


Record 6
{"formula": "C36H27CrN6O5PSSe2", "method": "ωB97M-V/def2-TZVPD", "homo_lumo_gap_ha": [0.1988, 0.2007], "spin_multiplicity": 5, "total_energy_ha": -8679.824092, "lumo_energy_ev": [4.078, 4.065], "total_charge": -2, "symbols": ["Cr", "O", "N", "C", "C", "C", "C", "C", "C", "C", "P", "C", "C", "C", "C", "C", "C", "C", "C", "C", "C", "C", "C", "H", "H", "H", "H", "H", "H", "H", "H", "H", "H", "H", "H", "H", "H", "H", "H", "O", "C", "O", "C", "C", "C", "C", "C", "C", "S", "H", "H", "H", "H", "Se", "N", "C", "C", "C", "C", "N", "C", "N", "H", "H", "H", "O", "C", "C", "C", "C", "O", "N", "H", "H", "H", "H", "Se", "C", "N"], "xyz": [[-0.86120, -0.71585, -0.33628], [-0.43575, 1.44071, 3.27274], [0.26831, 1.83429, 2.14111], [1.50107, 1.95927, 2.37309], [2.35272, 2.51744, 1.31485], [3.50175, 3.19277, 1.71981], [4.30176, 3.86746, 0.81283], [3.93606, 3.88111, -0.52336], [2.80893, 3.18429, -0.93643], [2.01751, 2.46775, -0.04479], [0.60684, 1.48704, -0.75212], [-0.46094, 2.96962, -1.09920], [-1.45022, 3.28556, -0.16655], [-2.20242, 4.44349, -0.29436], [-1.97842, 5.31248, -1.35148], [-0.99956, 5.00995, -2.28453], [-0.24956, 3.84904, -2.15759], [1.21136, 1.13029, -2.45472], [0.27741, 1.08698, -3.48930], [0.66568, 0.77289, -4.78464], [1.99183, 0.47662, -5.06147], [2.92193, 0.47658, -4.03057], [2.53609, 0.79420, -2.73623], [-0.88148, 0.63804, 2.93136], [1.91140, 1.72241, 3.35241], [3.75352, 3.19087, 2.77427], [5.19215, 4.38571, 1.14753], [4.52960, 4.41760, -1.25384], [2.56238, 3.18408, -1.99011], [-1.63997, 2.61496, 0.65598], [-2.98052, 4.65116, 0.42921], [-2.57870, 6.20792, -1.45997], [-0.82142, 5.67066, -3.12516], [0.51004, 3.63895, -2.90096], [-0.76922, 1.28074, -3.28357], [-0.08017, 0.73719, -5.56808], [2.29382, 0.22347, -6.07099], [3.95559, 0.21885, -4.22953], [3.26233, 0.77898, -1.93745], [-3.30099, -1.07500, 1.92870], [-2.12610, -1.14709, 2.27237], [-1.14223, -0.65992, 1.56216], [-1.74157, -1.80250, 3.57796], [-2.84088, -2.31881, 4.28320], [-2.71974, -2.98048, 5.48400], [-1.43546, -3.13707, 6.01694], [-0.34674, -2.63672, 5.34761], [-0.42702, -1.94620, 4.10466], [1.07647, -1.39062, 3.42882], [-3.81556, -2.17459, 3.83525], [-3.59454, -3.36723, 5.99305], [-1.29092, -3.65549, 6.96020], [0.64795, -2.75765, 5.75874], [-0.14945, -2.38022, -3.93566], [-1.34749, -3.73877, -3.90489], [-2.04914, -3.61538, -2.77307], [-3.10915, -4.40010, -2.29656], [-3.67625, -4.07560, -1.06418], [-3.20043, -3.02006, -0.29633], [-2.18066, -2.26635, -0.72136], [-1.66323, -2.52237, -1.92849], [-0.70052, -1.70525, -2.33632], [-3.47038, -5.23557, -2.88280], [-4.50072, -4.65760, -0.67400], [-3.61185, -2.76654, 0.66906], [2.39979, -0.21669, 0.42069], [2.01753, -1.38195, 0.49637], [2.91462, -2.48522, 1.01844], [2.00159, -3.69191, 1.06511], [0.74470, -3.21981, 0.35864], [-0.17492, -3.95008, 0.06165], [0.80361, -1.85191, 0.11911], [3.30895, -2.18370, 1.98807], [3.74439, -2.59362, 0.31593], [1.70890, -3.93484, 2.08743], [2.38297, -4.58733, 0.57431], [-4.22647, 1.81372, -2.78967], [-3.08187, 0.98236, -1.70593], [-2.30770, 0.44858, -1.02114]]}


Record 7
{"formula": "C19H26BrN3O3", "method": "ωB97M-V/def2-TZVPD", "smiles": "CCOC(=O)c1c(CN2CCN(C)CC2)n(C)c2cc(Br)c(OC)cc12", "homo_lumo_gap_ha": 0.3124, "total_energy_ha": -3703.605843, "lumo_energy_ev": 0.647, "total_charge": 0, "symbols": ["C", "C", "O", "C", "O", "C", "C", "C", "N", "C", "C", "N", "C", "C", "C", "N", "C", "C", "C", "C", "Br", "C", "O", "C", "C", "C", "H", "H", "H", "H", "H", "H", "H", "H", "H", "H", "H", "H", "H", "H", "H", "H", "H", "H", "H", "H", "H", "H", "H", "H", "H", "H"], "xyz": [[1.89623, 5.03649, -0.34629], [0.73359, 4.14877, 0.05816], [1.18564, 2.79770, 0.07456], [0.27043, 1.87232, 0.41790], [-0.86833, 2.17270, 0.70840], [0.82189, 0.52595, 0.41681], [0.10159, -0.64033, 0.64476], [-1.38173, -0.73484, 0.81142], [-2.00792, -0.71501, -0.50709], [-2.35158, -2.01415, -1.04552], [-3.61145, -2.61299, -0.40681], [-4.72171, -1.69491, -0.57494], [-5.95743, -2.24607, -0.06773], [-4.40901, -0.41052, 0.02982], [-3.15068, 0.16855, -0.62360], [0.94478, -1.70668, 0.62239], [0.64699, -3.09509, 0.84112], [2.22121, -1.25973, 0.37872], [3.40603, -1.97611, 0.27257], [4.55044, -1.25365, 0.02678], [6.21332, -2.15203, -0.13315], [4.55402, 0.14768, -0.11527], [5.77330, 0.69919, -0.35446], [5.86043, 2.09287, -0.50429], [3.36753, 0.84860, -0.00790], [2.18953, 0.14402, 0.23980], [1.57232, 6.07270, -0.37588], [2.70914, 4.94051, 0.36911], [2.26028, 4.75054, -1.32975], [0.35901, 4.41172, 1.05440], [-0.09937, 4.23624, -0.64901], [-1.69778, 0.15413, 1.35938], [-1.65582, -1.61847, 1.40331], [-1.50674, -2.69464, -0.93102], [-2.54116, -1.87940, -2.11411], [-3.85985, -3.55462, -0.90315], [-3.42962, -2.83284, 0.66459], [-6.76612, -1.54319, -0.26219], [-6.17213, -3.17865, -0.58846], [-5.92285, -2.44931, 1.01574], [-5.25220, 0.26322, -0.13686], [-4.25516, -0.50502, 1.12178], [-2.89436, 1.13294, -0.18547], [-3.34418, 0.30612, -1.69104], [1.28874, -3.48943, 1.63234], [0.82525, -3.67125, -0.07042], [-0.39008, -3.22105, 1.13976], [3.44776, -3.04884, 0.37236], [5.26780, 2.44146, -1.35610], [5.53494, 2.61323, 0.40226], [6.91340, 2.30295, -0.68453], [3.33163, 1.91819, -0.11318]]}


Record 8
{"formula": "C2HN5O4", "method": "ωB97M-V/def2-TZVPD", "homo_lumo_gap_ha": 0.3052, "total_energy_ha": -651.297653, "lumo_energy_ev": -1.602, "total_charge": 0, "symbols": ["C", "C", "N", "N", "N", "N", "N", "O", "O", "O", "O", "H"], "xyz": [[0.95561, -0.06154, -1.01976], [0.20669, -0.88101, -0.13624], [1.72540, 0.86507, -0.10576], [2.46383, 1.70164, -0.20016], [-2.52283, 0.67003, -0.32689], [-1.90954, 0.06015, -1.04129], [0.45901, -0.74028, 1.18000], [1.14996, 0.17636, -2.17454], [-3.18691, 1.22384, 0.44800], [-0.13888, -1.43958, 2.01507], [1.21733, 0.16513, 1.59451], [-0.41968, -1.73981, -0.23293]]}